Record 1
Density functional theory data (ωB97M-V with the def2-TZVPD basis set) for a cluster of 3 separate species, C5H15NO2 in total at a distorted geometry.

Computed properties:
Highest occupied orbital energy ... -9.11 eV
Maximum force ... 3.90 eV/A
SMILES ... C=CCCNC.O.O
Frontier orbital gap ... 9.8532 eV
Energy above the lowest of the compared OMol25 structures with the same formula, charge and spin ... 2.781 eV

ORCA input file:
```
! wB97M-V def2-TZVPD RIJCOSX def2/J DEFGRID3
* xyz 0 1
C 1.792 -2.120 0.167
C 1.008 -1.353 0.887
C -0.329 -1.520 1.512
C -1.370 -0.417 1.241
N -1.188 0.682 0.303
C -0.184 1.673 0.668
H 1.474 -3.035 -0.351
H 2.863 -2.178 0.034
H 1.552 -0.408 1.241
H -0.729 -2.573 1.386
H -0.060 -1.508 2.581
H -2.341 -0.841 0.972
H -1.615 0.084 2.226
H -0.768 0.204 -0.583
H -0.099 2.356 -0.154
H 0.828 1.235 0.750
H -0.559 2.118 1.597
O 2.737 0.635 -1.627
H 1.994 0.312 -2.141
H 3.586 0.326 -1.941
O -2.498 1.609 -2.255
H -2.280 2.446 -1.839
H -2.702 0.929 -1.613
*
```



Record 2
Density functional theory data (ωB97M-V with the def2-TZVPD basis set) for a cluster of 3 separate species, C5H15NO2 in total at a distorted geometry.

Computed properties:
Highest occupied orbital energy ... -9.49 eV
Maximum force ... 1.52 eV/A
SMILES ... C=NCCCC.O.O
Frontier orbital gap ... 10.3760 eV
Energy above the lowest of the compared OMol25 structures with the same formula, charge and spin ... 1.601 eV

ORCA input file:
```
! wB97M-V def2-TZVPD RIJCOSX def2/J DEFGRID3
* xyz 0 1
C 2.627 -0.885 -0.222
N 1.546 -0.295 -0.010
C 1.299 0.468 1.213
C -0.028 1.231 1.055
C -1.128 0.265 0.560
C -1.390 -0.813 1.595
H 2.778 -1.398 -1.167
H 3.534 -0.978 0.392
H 1.342 -0.171 2.099
H 2.149 1.148 1.333
H 0.176 2.052 0.365
H -0.301 1.614 2.024
H -0.771 -0.149 -0.378
H -1.978 0.899 0.282
H -2.289 -1.387 1.364
H -0.595 -1.549 1.510
H -1.569 -0.459 2.605
O -2.206 -0.365 -2.599
H -1.968 -0.458 -1.665
H -2.276 -1.279 -2.898
O 0.540 0.648 -2.736
H -0.422 0.709 -2.703
H 0.929 1.152 -2.019
*
```



Record 3
Density functional theory data (ωB97M-V with the def2-TZVPD basis set) for a cluster of 3 separate species, C5H15NO3 in total at a distorted geometry.

Computed properties:
Highest occupied orbital energy ... -10.26 eV
Maximum force ... 3.03 eV/A
SMILES ... CCNC(=O)CC.O.O
Frontier orbital gap ... 10.8457 eV
Energy above the lowest of the compared OMol25 structures with the same formula, charge and spin ... 0.952 eV

ORCA input file:
```
! wB97M-V def2-TZVPD RIJCOSX def2/J DEFGRID3
* xyz 0 1
C 0.900 2.409 1.536
C 1.646 1.114 1.213
N 0.651 -0.010 1.134
C 0.009 -0.444 0.001
O -0.741 -1.411 0.038
C 0.329 0.162 -1.349
C -0.980 0.356 -2.118
H 1.328 3.293 1.165
H 0.724 2.381 2.642
H -0.113 2.274 1.151
H 2.334 0.852 2.016
H 2.196 1.270 0.261
H 0.282 -0.384 1.993
H 0.977 -0.546 -1.900
H 0.855 1.112 -1.209
H -0.812 0.844 -3.125
H -1.540 -0.522 -2.329
H -1.476 1.101 -1.533
O -2.521 1.369 0.337
H -2.619 0.411 0.270
H -1.647 1.541 0.701
O 1.007 -3.616 -0.747
H 0.351 -3.008 -1.116
H 1.256 -3.091 0.024
*
```



Record 4
Density functional theory data (ωB97M-V with the def2-TZVPD basis set) for a cluster of 2 separate species, C5H15NO3 in total at a distorted geometry.

Computed properties:
Highest occupied orbital energy ... -9.68 eV
Maximum force ... 2.84 eV/A
SMILES ... CO[C@H](C)O.C[C@H](N)O
Frontier orbital gap ... 10.4375 eV
Energy above the lowest of the compared OMol25 structures with the same formula, charge and spin ... 1.779 eV

ORCA input file:
```
! wB97M-V def2-TZVPD RIJCOSX def2/J DEFGRID3
* xyz 0 1
C -2.187 0.548 -0.102
O -1.319 0.018 0.885
C -1.203 -1.393 0.847
C -0.504 -1.821 2.131
O -0.539 -1.822 -0.304
H -1.947 0.142 -1.088
H -3.234 0.325 0.139
H -2.053 1.629 -0.095
H -2.204 -1.847 0.787
H 0.495 -1.393 2.170
H -0.427 -2.905 2.156
H -1.071 -1.481 2.994
H 0.368 -1.464 -0.286
C 1.348 0.703 -2.228
C 1.767 1.219 -0.868
N 1.692 0.218 0.139
O 0.626 2.153 -0.418
H 1.268 1.530 -2.930
H 0.384 0.206 -2.161
H 2.080 -0.025 -2.571
H 2.727 1.752 -0.887
H 2.317 0.430 0.909
H 0.688 0.560 0.475
H 0.928 2.719 0.303
*
```



Record 5
Density functional theory data (ωB97M-V with the def2-TZVPD basis set) for a cluster of 2 separate species, C5H15NOS in total at a distorted geometry.

Computed properties:
Highest occupied orbital energy ... -8.44 eV
Maximum force ... 3.25 eV/A
SMILES ... CNCCCCS.O
Frontier orbital gap ... 9.1219 eV
Energy above the lowest of the compared OMol25 structures with the same formula, charge and spin ... 1.582 eV

ORCA input file:
```
! wB97M-V def2-TZVPD RIJCOSX def2/J DEFGRID3
* xyz 0 1
C 1.015 0.061 1.981
N -0.259 -0.628 2.136
C -0.943 -1.059 0.960
C -1.866 -0.028 0.220
C -1.061 0.958 -0.714
C -0.075 0.269 -1.548
S -0.568 0.053 -3.335
H 0.917 1.052 1.491
H 1.408 0.253 2.987
H 1.809 -0.477 1.475
H -0.921 -0.119 2.702
H -0.307 -1.452 0.178
H -1.427 -2.035 1.196
H -2.509 0.646 0.819
H -2.643 -0.609 -0.291
H -1.810 1.604 -1.210
H -0.687 1.722 -0.034
H 0.180 -0.719 -1.220
H 0.893 0.766 -1.553
H -0.756 -1.244 -3.335
O 3.120 0.101 -0.689
H 3.989 0.226 -1.078
H 2.499 0.661 -1.138
*
```



Record 6
Density functional theory data (ωB97M-V with the def2-TZVPD basis set) for a cluster of 2 separate species, C5H15NP in total at a distorted geometry.

Computed properties:
Highest occupied orbital energy ... -12.42 eV
Maximum force ... 4.58 eV/A
Frontier orbital gap ... 8.9559 eV
Energy above the lowest of the compared OMol25 structures with the same formula, charge and spin ... 3.648 eV

ORCA input file:
```
! wB97M-V def2-TZVPD RIJCOSX def2/J DEFGRID3
* xyz 1 1
C -1.735 1.881 1.343
C 0.870 -1.924 0.781
C -1.198 0.481 0.917
C -0.925 0.478 -0.564
C 0.456 -1.419 -0.615
N -0.122 1.528 -0.904
P 1.959 -0.885 -1.527
H -1.286 2.621 0.646
H -2.874 2.026 1.205
H -1.457 2.140 2.467
H -0.057 -2.233 1.313
H 1.462 -2.837 0.854
H 1.369 -1.258 1.428
H -0.333 0.401 1.523
H -2.077 -0.285 1.221
H -1.576 0.234 -1.383
H 0.030 -2.233 -1.198
H 0.226 1.436 -1.922
H 1.913 0.374 -1.092
H 0.277 2.066 -0.128
H 1.883 -1.074 -2.926
H 3.195 -1.518 -1.441
*
```



Record 7
Density functional theory data (ωB97M-V with the def2-TZVPD basis set) for a cluster of 2 separate species, C5H15NS in total at a distorted geometry.

Computed properties:
Highest occupied orbital energy ... -8.02 eV
Maximum force ... 1.51 eV/A
SMILES ... CC(C)N.CCS
Frontier orbital gap ... 8.8676 eV
Energy above the lowest of the compared OMol25 structures with the same formula, charge and spin ... 0.157 eV

ORCA input file:
```
! wB97M-V def2-TZVPD RIJCOSX def2/J DEFGRID3
* xyz 0 1
C 0.157 1.429 1.998
C -1.076 0.697 1.510
C -1.932 1.547 0.579
N -0.659 -0.526 0.799
H 0.730 0.811 2.689
H 0.797 1.678 1.156
H -0.126 2.353 2.501
H -1.681 0.406 2.369
H -1.390 1.745 -0.347
H -2.174 2.492 1.059
H -2.858 1.042 0.322
H 0.065 -1.045 1.282
H -1.444 -1.150 0.630
C 2.117 -1.371 -1.447
C 1.024 -1.520 -2.497
S -0.389 -0.395 -2.254
H 1.737 -1.625 -0.463
H 2.488 -0.351 -1.416
H 2.948 -2.041 -1.670
H 0.656 -2.545 -2.526
H 1.428 -1.292 -3.488
H -0.420 -0.340 -0.789
*
```



Record 8
Density functional theory data (ωB97M-V with the def2-TZVPD basis set) for the molecule C5H15NSi at a distorted geometry.

Computed properties:
Highest occupied orbital energy ... -8.23 eV
Maximum force ... 4.24 eV/A
SMILES ... CN([SiH3])C(C)(C)C
Frontier orbital gap ... 9.0960 eV
Energy above the lowest of the compared OMol25 structures with the same formula, charge and spin ... 2.635 eV

ORCA input file:
```
! wB97M-V def2-TZVPD RIJCOSX def2/J DEFGRID3
* xyz 0 1
C 1.670 -0.851 -1.100
N 0.336 -0.491 -0.846
Si -0.852 -0.912 -1.995
C -0.031 0.409 0.591
C 1.062 0.551 1.670
C -0.655 1.714 0.035
C -1.137 -0.404 1.395
H 2.371 -0.126 -1.322
H 2.098 -1.357 -0.218
H 1.562 -1.599 -2.021
H -2.022 -0.606 -1.109
H -0.852 -0.026 -3.166
H -0.740 -2.465 -2.102
H 1.413 -0.401 1.885
H 1.810 1.143 1.272
H 0.649 1.080 2.590
H -1.062 2.260 0.932
H -1.455 1.616 -0.855
H 0.058 2.352 -0.395
H -2.072 -0.498 0.828
H -0.741 -1.424 1.597
H -1.410 0.035 2.335
*
```



Record 9
Density functional theory data (ωB97M-V with the def2-TZVPD basis set) for a cluster of 2 separate species, C5H15NSi in total at a distorted geometry.

Computed properties:
Highest occupied orbital energy (spin up / spin down) ... -8.33 / -6.93 eV
Maximum force ... 4.09 eV/A
Frontier orbital gap (spin up / spin down) ... 7.9481 / 6.5367 eV
Energy above the lowest of the compared OMol25 structures with the same formula, charge and spin ... 5.789 eV

ORCA input file:
```
! wB97M-V def2-TZVPD RIJCOSX def2/J DEFGRID3
* xyz 0 1
C 0.837 0.308 1.578
C 2.140 0.043 -0.541
C 0.403 1.731 -0.440
C -0.399 -1.885 -0.084
C 0.752 0.371 0.002
N -0.240 -0.575 -0.563
Si -3.004 0.016 -0.483
H 0.847 -0.816 1.680
H 1.711 0.922 1.698
H -0.078 0.750 2.094
H 2.725 0.922 -0.472
H 1.875 -0.378 -1.595
H 2.775 -0.627 0.165
H 0.949 1.994 -1.303
H -0.688 1.728 -0.709
H 0.386 2.528 0.417
H 0.479 -2.479 -0.113
H -0.890 -2.066 0.903
H -0.989 -2.416 -0.832
H -3.047 1.111 0.436
H -2.814 -0.117 -1.893
H -3.732 -1.067 0.055
*
```



Record 10
Density functional theory data (ωB97M-V with the def2-TZVPD basis set) for a structure of composition C5H16B2Br4Na3O3 at a distorted geometry.

Computed properties:
Highest occupied orbital energy ... -1.49 eV
Maximum force ... 6.03 eV/A
Frontier orbital gap ... 2.5202 eV
Energy above the lowest of the compared OMol25 structures with the same formula, charge and spin ... 3.936 eV

ORCA input file:
```
! wB97M-V def2-TZVPD RIJCOSX def2/J DEFGRID3
* xyz -1 1
Na -6.348 22.788 -13.750
Na -7.313 19.093 -14.389
Na -9.584 22.040 -15.625
C -9.833 19.703 -12.959
O -8.783 19.169 -12.576
O -10.101 20.134 -14.107
O -10.603 20.012 -12.067
B -5.371 20.539 -12.467
H -5.213 19.472 -12.453
H -4.634 21.035 -13.080
H -6.354 20.662 -12.897
H -5.353 20.893 -11.448
B -7.148 21.261 -15.758
H -6.291 20.606 -15.732
H -7.648 21.292 -14.802
H -6.745 22.238 -15.973
H -7.822 20.986 -16.555
Br -4.007 24.363 -13.716
C -3.237 23.803 -15.472
C -3.688 22.492 -16.094
Br -2.484 21.803 -17.530
H -2.148 23.778 -15.434
H -3.539 24.547 -16.210
H -4.693 22.486 -16.516
H -3.773 21.740 -15.309
Br -6.156 17.840 -17.168
C -4.354 18.628 -16.987
C -3.893 18.736 -15.527
Br -4.585 17.194 -14.373
H -4.357 19.533 -17.595
H -3.814 17.852 -17.529
H -4.252 19.671 -15.097
H -2.812 18.723 -15.389
*
```



What electronic energy values result from the calculations? In sequence: -11011.165, -11012.345, -13060.828, -13060.002, -19799.755, -16196.463, -17753.434, -14793.705, -14790.551, -306357.486 eV.